Molecular formula: C3H12N3O
Method: DFT, wB97M-V/def2-TZVPD

Cartesian coordinates (Å):
C -1.699642 0.833440 -0.056651
C 0.327949 1.171089 -1.406966
N 1.029852 0.169319 -0.713983
N -1.043166 1.337542 -1.223320
N 1.029265 1.861919 -2.405783
H 0.647760 -0.592651 -0.186039
H 1.986678 0.092338 -1.002292
H -1.603408 1.838892 -1.884540
H 0.689889 2.791581 -2.581643
H 2.013344 1.711299 -2.485682
H -1.216252 0.002519 0.416030
H -2.637371 0.336609 -0.356427
H -2.070615 1.567622 0.668735
C 0.610764 -2.023880 2.488033
O 0.115731 -2.166276 1.143761
H -0.275043 -3.044642 1.094249
H -0.119174 -2.471592 3.158563
H 1.582301 -2.458847 2.648152
H 0.631141 -0.956280 2.685802

Forces on the atoms, in the same order (eV/Å):
-2.0 -0.3 -0.5
0.5 0.4 1.4
0.4 0.5 -0.4
0.4 -0.4 0.0
-1.3 -0.3 -0.6
-0.3 -0.2 -0.3
0.0 -0.4 0.1
0.1 -0.1 -0.3
0.5 0.2 0.1
0.1 0.2 0.1
0.8 0.0 0.4
0.1 0.2 -0.2
0.7 0.3 0.2
-1.1 0.4 -0.4
0.3 -0.3 0.4
0.1 0.1 -0.3
0.1 0.0 0.3
0.4 -0.2 -0.1
0.2 0.1 0.1

Properties
- ΔE to the lowest compared entry with this formula, charge and spin: 0.993 eV
- Frontier orbital gap (spin up / spin down): 3.92 / 9.09 eV
- Highest occupied orbital energy (spin up / spin down): -3.2 / -8.4 eV
- 2S+1: 2
- Total energy: -9820.3736 eV